A 8-piece molecular cluster, C29H37BrCl33FNO3P overall at a distorted geometry. Source: the OMol25 dataset; level of theory: ωB97M-V/def2-TZVPD.

Output
* electronic energy: -19608.680788 Eh
* net charge: 0
* E_HOMO: -8.98 eV
* orbital gap: 8.775 eV
* LUMO energy: -0.0076 Eh

The geometry in XYZ format:
```
106
Properties=species:S:1:pos:R:3:lowdin_charge:R:1
C 3.038 6.437 -1.375 0.047
C 2.733 5.252 -1.890 -0.102
C 2.501 3.727 -2.428 -0.192
C 0.915 3.347 -2.178 -0.205
C 0.776 1.798 -1.753 -0.180
C -0.153 1.455 -0.500 -0.374
C 0.041 2.368 0.817 -0.138
C 1.107 3.274 1.117 -0.010
O -1.549 1.244 -0.699 -0.100
C -2.329 2.131 -1.467 -0.493
C -2.269 1.929 -3.100 -0.107
C -2.604 0.376 -3.489 -0.207
C -4.160 0.155 -3.938 -0.123
O -3.737 1.747 -1.182 -0.162
C -3.960 1.624 0.247 -0.200
C -5.484 2.187 0.511 -0.211
C -6.237 1.447 1.734 -0.136
P -2.296 3.987 -1.149 0.707
O -2.149 4.721 -2.539 -0.521
C 0.363 -0.050 0.014 -0.637
Br 2.161 -0.027 0.845 0.837
C 0.474 -1.087 -1.262 -0.202
C 0.594 -2.635 -0.826 -0.246
C 1.333 -3.405 -2.075 -0.564
Cl 1.281 -5.236 -1.931 0.460
N -0.761 -0.555 0.851 -0.062
C -0.391 -1.299 2.079 -0.229
C -0.185 -0.351 3.407 -0.139
F 1.136 -0.648 3.955 -0.180
H 3.089 7.443 -0.821 0.041
H 3.220 3.076 -1.811 0.096
H 2.700 3.630 -3.556 0.075
H 0.540 4.115 -1.413 0.074
H 0.396 3.620 -3.187 0.107
H 1.874 1.398 -1.656 0.019
H 0.368 1.245 -2.696 0.061
H -0.801 2.277 1.620 0.114
H 0.930 4.265 1.687 0.085
H 2.187 3.032 0.783 0.066
H -3.165 2.546 -3.519 0.123
H -1.297 2.322 -3.564 0.089
H -1.972 0.094 -4.427 0.111
H -2.425 -0.316 -2.590 0.089
H -4.240 -0.383 -4.972 0.078
H -4.648 -0.592 -3.183 0.053
H -4.794 1.118 -3.895 0.077
H -3.980 0.525 0.632 0.088
H -3.279 2.268 0.912 0.122
H -5.350 3.302 0.839 0.101
H -6.102 2.238 -0.470 0.120
H -7.380 1.629 1.571 0.085
H -6.023 0.317 1.712 -0.004
H -6.008 1.940 2.768 0.087
H -3.580 4.437 -0.628 0.001
H -1.265 4.493 -0.309 -0.018
H 1.416 -0.864 -1.914 0.045
H -0.461 -0.932 -1.921 0.115
H -0.457 -3.094 -0.744 0.111
H 1.271 -2.830 0.089 0.053
H 2.457 -3.100 -1.990 0.077
H 0.985 -2.995 -3.103 0.094
H -1.425 -1.142 0.299 0.072
H 0.459 -2.082 1.964 0.090
H -1.329 -1.945 2.358 0.097
H -0.303 0.774 3.141 0.106
H -0.966 -0.568 4.228 0.108
C -5.505 -2.764 0.748 -2.000
Cl -3.824 -2.220 0.961 0.550
Cl -6.140 -2.137 -0.789 0.533
Cl -5.554 -4.541 0.730 0.530
Cl -6.497 -2.157 2.092 0.549
C 4.573 -7.452 -3.613 -2.005
Cl 4.539 -5.697 -3.332 0.459
Cl 4.842 -7.771 -5.341 0.519
Cl 5.892 -8.177 -2.665 0.513
Cl 3.023 -8.165 -3.113 0.506
C 0.702 -3.310 6.932 -1.976
Cl 1.505 -1.728 7.026 0.516
Cl -0.368 -3.516 8.337 0.527
Cl -0.261 -3.396 5.439 0.520
Cl 1.931 -4.599 6.928 0.480
C 1.890 -5.740 2.475 -1.990
Cl 2.532 -7.354 2.094 0.525
Cl 2.922 -4.500 1.727 0.517
Cl 0.234 -5.596 1.841 0.511
Cl 1.870 -5.511 4.238 0.461
C -2.555 8.104 -0.464 -1.952
Cl -0.873 8.641 -0.254 0.517
Cl -3.195 8.743 -1.994 0.538
Cl -2.609 6.324 -0.497 0.582
Cl -3.543 8.703 0.889 0.517
C 3.163 0.505 -4.624 -1.950
Cl 1.637 1.391 -4.840 0.612
Cl 4.504 1.476 -5.272 0.546
Cl 3.444 0.191 -2.892 0.572
Cl 3.075 -1.041 -5.496 0.534
C 4.920 -1.420 9.030 -2.023
Cl 5.546 -2.416 7.697 0.511
Cl 4.480 0.189 8.411 0.509
Cl 3.482 -2.199 9.727 0.491
Cl 6.170 -1.251 10.283 0.516
C 6.683 -2.933 -1.290 -2.007
Cl 8.364 -2.390 -1.085 0.527
Cl 6.040 -2.306 -2.825 0.493
Cl 6.632 -4.710 -1.309 0.488
Cl 5.695 -2.326 0.059 0.503
```